{
  "formula": "C5H3NO",
  "method": "wB97M-V/def2-TZVPD",
  "elements": ["N", "C", "C", "C", "O", "C", "C", "H", "H", "H"],
  "positions_angstrom": [[3.1029, -0.7492, -0.0277], [2.0265, -0.3099, -0.0186], [0.6660, 0.1073, -0.0087], [0.0962, 1.4136, 0.2240], [-1.1309, 1.5912, 0.2417], [-1.6857, -0.7241, -0.0825], [-0.4218, -0.7798, -0.1715], [0.7669, 2.2757, 0.3885], [-2.7212, -0.9209, -0.2464], [-0.6990, -1.9040, -0.2987]],
  "atomic_forces_ev_per_a": [[-1.1, 0.6, 0.0], [0.7, -0.4, 0.0], [-0.4, -0.2, -0.1], [-0.1, -0.3, -0.1], [0.2, -0.5, 0.0], [0.0, 1.7, 0.2], [-0.5, -0.8, 0.1], [-0.1, -0.3, 0.0], [-0.1, 0.1, 0.0], [1.4, 0.1, -0.1]],
  "homo_lumo_gap_ha": 0.2906,
  "charge": 0,
  "e_above_lowest_kj_mol": 377.7
}